# 1
A structure of composition C35H43N9STi. Source: the OMol25 dataset; level of theory: ωB97M-V with the def2-TZVPD basis set.

The expectation value of S² is 2.005. The multiplicity is 3. The energy relative to the best compared isomer or geometry (same formula, charge and spin) is 2.44 kcal per mole. Its HOMO energy (alpha / beta) is -5.876 / -7.100 eV. Its largest force on an atom is 0.85 eV Å⁻¹. Its total energy is -3100.04368 hartree.

CARTESIAN COORDINATES (ANGSTROEM)
Ti  -0.56213  0.13957  -0.35685
C  2.20133  -1.39625  4.10916
C  2.34152  -1.37627  2.61349
C  2.03226  -2.50334  1.85904
C  2.13322  -2.50287  0.47296
C  1.75561  -3.72760  -0.31272
C  2.56374  -1.34176  -0.16059
C  2.88403  -0.19637  0.56799
C  3.38901  1.03560  -0.13495
C  2.76280  -0.22706  1.95122
H  2.89326  -2.11436  4.55496
H  1.18868  -1.68363  4.39801
H  2.41747  -0.41506  4.53397
H  1.66357  -3.39186  2.36351
H  2.48021  -4.53202  -0.16684
H  1.70068  -3.51283  -1.38190
H  0.77590  -4.08879  0.00507
H  2.67742  -1.32354  -1.24022
H  4.42920  0.90692  -0.44393
H  3.34119  1.91039  0.51294
H  2.80429  1.26142  -1.03051
H  2.98351  0.66904  2.52360
C  3.12217  6.40263  -0.26681
C  2.17102  5.27881  -0.57189
C  1.58053  5.12004  -1.81637
C  0.76442  4.04000  -2.08476
C  0.46302  3.03612  -1.13936
N  -0.23086  1.88197  -1.45046
C  -0.86171  1.77401  -2.69646
C  -0.17359  1.74657  -3.91628
C  -0.81162  1.52582  -5.12469
C  -2.18242  1.29998  -5.18815
C  -2.88270  1.03853  -6.49232
C  -2.88104  1.28762  -3.98877
C  -2.24420  1.52474  -2.77717
N  -3.04204  1.45367  -1.59912
C  -4.29667  1.91938  -1.42866
C  -4.71346  1.54028  -0.17401
C  -3.62761  0.83576  0.36174
N  -2.62294  0.79158  -0.49953
C  0.93198  3.30912  0.17287
C  1.81716  4.36069  0.40239
N  0.51760  2.58955  1.34485
C  0.62065  3.04920  2.61761
C  0.08300  2.11016  3.46177
C  -0.36124  1.09404  2.61457
N  -0.10509  1.38791  1.34562
H  3.33982  6.98411  -1.16304
H  2.70980  7.08767  0.47811
H  4.07277  6.03054  0.12196
H  1.77637  5.83697  -2.60665
H  0.34354  3.96120  -3.07364
H  0.90141  1.88312  -3.89456
H  -0.22679  1.51363  -6.03831
H  -2.18603  1.09951  -7.32857
H  -3.33642  0.04483  -6.50882
H  -3.68071  1.76247  -6.66952
H  -3.94158  1.05913  -3.98837
H  -4.77968  2.49556  -2.20097
H  -5.65968  1.75089  0.29307
H  -3.51686  0.35848  1.32104
H  2.26223  4.47309  1.38226
H  1.02693  4.01994  2.83183
H  0.00343  2.15888  4.53418
H  -0.83855  0.16010  2.86514
C  -1.96435  -4.13068  -2.81265
N  -1.87563  -2.67865  -2.92019
C  -2.99358  -1.92510  -2.36706
C  -0.64258  -2.08691  -3.02877
N  -0.25666  -1.13620  -2.23661
N  0.15495  -2.58543  -4.04354
C  -0.42516  -2.97161  -5.32214
C  1.53552  -2.16283  -4.13467
H  -2.08721  -4.42701  -1.76635
H  -1.05937  -4.59197  -3.19871
H  -2.81576  -4.50295  -3.38678
H  -3.82104  -2.61500  -2.21135
H  -3.31766  -1.15751  -3.07424
H  -2.77359  -1.46218  -1.40931
H  0.54754  -0.67268  -2.64521
H  -1.49892  -3.08817  -5.22564
H  0.00446  -3.91457  -5.66850
H  -0.22663  -2.20396  -6.07950
H  2.01328  -2.20084  -3.15763
H  1.63589  -1.14812  -4.54267
H  2.06768  -2.84805  -4.79281
S  -1.32404  -2.10930  0.74183
C  -1.23293  -2.14408  2.42570
N  -1.17002  -2.15592  3.58449

Force components x, y, z for each atom (eV/Å):
0.356 -0.771 0.004
0.008 0.024 0.060
-0.009 -0.004 -0.048
-0.012 -0.018 0.059
-0.029 0.008 0.014
-0.006 -0.030 -0.047
-0.042 0.116 0.041
0.016 0.046 -0.073
0.024 0.044 -0.032
-0.039 -0.010 -0.025
-0.015 -0.005 -0.009
-0.002 -0.008 -0.031
-0.003 -0.011 -0.007
0.018 0.033 -0.011
0.001 0.013 0.010
0.007 -0.005 0.035
0.028 0.007 -0.003
-0.021 -0.018 -0.006
-0.001 -0.010 -0.005
0.021 -0.023 0.005
0.003 -0.017 0.008
0.013 -0.016 0.005
0.063 0.067 0.000
-0.015 -0.034 0.067
-0.011 -0.010 -0.065
-0.017 -0.070 0.075
0.055 0.023 0.016
-0.025 0.381 0.129
-0.112 -0.109 -0.106
0.057 -0.016 0.092
0.022 -0.006 -0.022
0.022 0.005 0.052
-0.033 -0.021 -0.072
0.078 0.029 -0.020
0.027 0.016 -0.030
0.056 0.102 0.082
-0.076 0.055 -0.017
-0.040 0.010 -0.040
0.039 0.007 0.055
-0.260 0.049 -0.298
0.028 0.000 -0.019
0.000 0.023 -0.063
-0.110 -0.033 0.026
0.020 0.046 0.022
0.003 0.075 -0.034
-0.020 -0.079 0.021
0.170 0.074 0.078
-0.017 -0.017 0.006
0.006 -0.021 -0.013
-0.028 -0.008 -0.001
0.001 -0.003 0.028
-0.038 -0.047 -0.065
-0.003 0.034 0.004
-0.011 0.006 0.009
-0.013 0.002 0.018
0.006 0.013 0.013
0.022 -0.007 0.011
0.006 0.021 0.015
0.017 -0.023 0.050
0.030 -0.001 -0.018
-0.015 -0.018 0.035
-0.020 -0.018 -0.002
-0.024 -0.036 0.022
0.004 0.009 -0.046
0.015 0.014 0.031
-0.037 0.066 -0.014
0.028 -0.089 0.038
-0.022 -0.062 0.010
-0.028 -0.040 -0.065
-0.186 0.244 -0.175
-0.087 -0.050 0.065
0.008 0.006 0.044
-0.002 0.018 0.054
0.003 -0.012 -0.009
0.024 0.015 0.006
0.005 0.002 0.005
-0.001 -0.029 -0.048
0.070 -0.031 0.058
0.038 -0.027 0.043
0.136 0.058 0.021
-0.027 -0.004 0.013
-0.002 0.020 0.019
-0.001 -0.006 0.026
-0.016 0.018 0.009
0.012 0.007 -0.015
0.001 -0.003 -0.022
-0.149 0.049 0.293
0.083 0.020 -0.217
-0.031 -0.003 -0.109

# 2
A structure of composition C35H44AsN8O2PS2TaTe at a distorted geometry. Source: the OMol25 dataset; level of theory: ωB97M-V with the def2-TZVPD basis set.

The multiplicity is 1. The energy relative to the best compared isomer or geometry (same formula, charge and spin) is 11.20 kcal per mole. Its HOMO energy is -9.405 eV. Its largest force on an atom is 1.78 eV Å⁻¹. Its total energy is -5647.08568 hartree. As for the charge: +1.

CARTESIAN COORDINATES (ANGSTROEM)
Ta  0.13931  0.35229  0.46759
C  -0.77444  0.57715  -5.69965
N  -0.07168  0.41727  -4.42947
C  1.09616  -0.27907  -4.23186
C  1.36979  -0.18596  -2.90721
N  0.38795  0.54087  -2.27198
C  -0.45344  0.90197  -3.21847
P  -1.91204  1.93957  -3.02389
C  -1.38801  2.83268  -1.53851
N  -0.76868  2.41636  -0.44246
C  -0.71422  3.49241  0.41386
C  -1.27775  4.57529  -0.18109
N  -1.70339  4.15487  -1.41020
C  -2.36909  5.02079  -2.39448
C  -3.01178  0.66363  -2.33711
N  -2.67489  -0.21304  -1.42042
C  -3.77481  -1.00692  -1.22891
C  -4.79207  -0.59450  -2.04485
N  -4.30339  0.47276  -2.75081
C  -5.02714  1.21611  -3.78533
H  -0.25838  -0.00673  -6.45522
H  -0.79060  1.62029  -6.00616
H  -1.79628  0.21042  -5.61899
H  1.62470  -0.75815  -5.04134
H  2.20818  -0.59375  -2.37286
H  -0.28920  3.41955  1.39720
H  -1.41238  5.58845  0.16296
H  -2.17484  6.05304  -2.12393
H  -3.44289  4.85143  -2.39652
H  -1.97602  4.83515  -3.38616
H  -3.76730  -1.82673  -0.52516
H  -5.79570  -0.96597  -2.18710
H  -6.06211  0.88904  -3.78631
H  -4.60032  1.02964  -4.76837
H  -4.99564  2.28294  -3.58313
S  0.98089  1.60264  2.53686
C  1.96697  2.85923  1.80311
C  2.09076  4.11644  2.38563
C  2.75395  5.14074  1.72043
C  2.78640  6.46411  2.31528
N  2.77355  7.50471  2.80386
C  3.32693  4.89815  0.46889
C  3.25122  3.62942  -0.08647
C  2.56699  2.61365  0.56810
S  2.41852  1.01952  -0.16381
C  3.96279  5.96673  -0.27996
N  4.44476  6.80888  -0.89655
H  1.63835  4.31445  3.34961
H  3.70368  3.44131  -1.05258
C  0.50756  -1.14585  5.00354
As  1.37586  -1.62690  3.38594
C  3.15666  -0.96636  3.44963
C  1.45553  -3.51709  3.30366
O  0.45706  -1.11103  2.07717
H  0.99343  -1.63937  5.84358
H  -0.52962  -1.46536  4.93627
H  0.55237  -0.06529  5.12049
H  3.65721  -1.43278  4.29957
H  3.13279  0.11027  3.56609
H  3.67081  -1.23077  2.53053
H  2.00436  -3.90267  4.16254
H  1.94226  -3.80956  2.37536
H  0.43652  -3.89932  3.30746
C  -3.68658  1.63697  1.23014
C  -2.75461  0.66337  1.91295
C  -2.45026  1.06954  3.33900
O  -1.52456  0.54614  1.15895
H  -4.60583  1.71689  1.81207
H  -3.93594  1.31078  0.22124
H  -3.21978  2.62306  1.17618
H  -3.19668  -0.33174  1.92137
H  -2.13408  2.11449  3.38861
H  -1.65118  0.45227  3.75228
H  -3.34906  0.94209  3.94704
C  3.37891  -7.23824  0.29772
C  2.53369  -5.99880  0.13916
C  1.17151  -6.07819  -0.09783
C  0.37882  -4.94379  -0.28077
C  -1.10391  -5.13889  -0.52895
C  0.98629  -3.68079  -0.23272
Te  -0.32335  -2.06794  -0.63153
C  2.36524  -3.57228  0.00213
C  3.07967  -2.25420  0.02380
C  3.10752  -4.73235  0.20171
H  2.77480  -8.14221  0.22392
H  3.88952  -7.24753  1.26295
H  4.14683  -7.28071  -0.47676
H  0.69721  -7.05485  -0.14047
H  -1.36681  -6.19388  -0.46902
H  -1.39237  -4.76802  -1.51523
H  -1.70141  -4.58983  0.20142
H  2.64817  -1.57780  0.75631
H  2.99828  -1.76169  -0.94293
H  4.13950  -2.38020  0.24567
H  4.17425  -4.64271  0.39370

Force components x, y, z for each atom (eV/Å):
-0.055 0.346 0.456
0.069 0.012 0.164
0.013 0.008 -0.075
-0.094 0.116 -0.117
-0.034 0.126 0.193
0.112 -0.271 0.080
0.024 -0.035 -0.201
-0.124 -0.213 -0.131
-0.117 0.419 0.063
0.671 -0.026 0.567
-0.049 0.005 -0.165
-0.132 -0.037 -0.143
-0.070 0.093 -0.178
0.067 -0.231 0.255
-0.311 0.131 -0.026
-0.150 -0.232 -0.009
0.217 0.066 0.054
0.059 0.110 -0.071
-0.131 0.122 -0.133
0.153 -0.150 0.182
0.033 -0.012 0.000
0.025 0.050 0.005
-0.003 -0.033 0.018
-0.081 0.040 0.083
-0.046 0.007 -0.063
-0.094 -0.003 -0.059
0.018 -0.076 -0.055
0.036 0.036 0.038
-0.055 -0.033 0.035
0.077 -0.033 -0.087
0.024 0.066 -0.075
0.105 0.065 -0.001
-0.022 -0.013 0.031
0.032 -0.033 -0.018
-0.001 0.044 0.042
-0.049 0.335 -0.245
0.031 0.004 0.326
0.026 -0.002 0.064
-0.051 0.439 0.289
-0.010 -0.337 -0.128
0.010 -0.146 -0.071
0.260 0.397 -0.289
0.058 -0.068 -0.144
0.128 -0.209 -0.093
0.421 0.417 -0.058
-0.158 -0.253 0.212
-0.056 -0.137 0.080
-0.008 0.006 -0.047
-0.039 0.009 0.055
-0.172 0.125 0.137
0.071 0.195 -0.184
0.261 -0.013 0.057
-0.101 -0.238 0.005
0.096 0.374 -0.591
0.013 0.003 0.012
-0.051 -0.023 0.051
0.004 0.017 0.030
-0.008 -0.002 -0.016
0.026 0.086 0.000
0.059 0.023 0.003
-0.006 0.018 -0.001
0.007 -0.055 0.028
-0.007 -0.052 -0.005
-0.003 0.132 -0.139
0.542 0.075 -0.229
0.153 0.084 0.051
-1.515 -0.190 0.918
-0.008 0.026 -0.026
-0.010 -0.015 0.039
-0.054 0.004 0.041
0.058 -0.224 -0.167
-0.010 -0.073 0.011
-0.078 -0.001 -0.002
0.071 0.035 -0.021
-0.056 0.102 0.036
0.093 -0.047 0.033
-0.125 -0.020 -0.017
-0.056 -0.169 0.079
0.262 0.074 0.048
-0.057 0.017 0.394
-0.138 -0.861 -0.849
0.032 -0.228 -0.111
-0.075 -0.167 0.013
0.047 -0.020 -0.082
0.012 0.037 0.009
-0.014 -0.001 -0.023
-0.015 -0.006 0.013
0.042 0.058 -0.020
0.032 0.004 -0.011
0.005 -0.029 0.005
0.003 -0.020 0.011
-0.023 0.058 -0.045
0.021 0.035 -0.044
0.000 -0.006 0.001
-0.057 -0.010 -0.052

Which value of total energy does entry 2 give?
-5647.08568 hartree